This record from the OMol25 dataset describes the ion CH4N3 with charge +1. The level of theory is the ωB97M-V functional and the def2-TZVPD basis.

Structure (XYZ):
```
8
Properties=species:S:1:pos:R:3
C -1.834 -0.673 0.137
N -1.909 0.471 -0.422
N -0.959 0.337 0.634
N 0.482 0.527 0.110
H -2.391 -1.578 0.205
H 0.375 0.796 -0.860
H 1.207 -0.226 0.192
H 0.725 1.360 0.651
```

Values from the calculation:
- ⟨S²⟩: 2.01
- Total charge: +1
- Multiplicity: 3
- Lowest unoccupied orbital energy (alpha / beta): -4.2 / -8.2 eV
- Highest occupied orbital energy (alpha / beta): -12.3 / -17.4 eV

This record from the OMol25 dataset describes a cluster of 2 separate species, H3NO2S in total. The level of theory is the ωB97M-V functional and the def2-TZVPD basis.

Structure (XYZ):
```
7
Properties=species:S:1:pos:R:3
N 0.003 -0.027 1.043
O -2.220 -1.200 -0.006
O -2.198 1.250 0.024
S -1.453 0.004 -0.048
H 0.710 0.707 0.825
H 0.599 -0.876 1.098
H -0.084 0.316 -1.938
```

Values from the calculation:
- Total charge: 0
- Multiplicity: 1
- Lowest unoccupied orbital energy (alpha / beta): -1.8 / -1.3 eV
- Highest occupied orbital energy (alpha / beta): -10.8 / -9.8 eV

This record from the OMol25 dataset describes a cluster of 2 separate species, C3H6NO2 in total. The level of theory is the ωB97M-V functional and the def2-TZVPD basis.

Structure (XYZ):
```
12
Properties=species:S:1:pos:R:3
C 0.703 2.106 0.216
C 1.471 0.160 1.205
N 1.307 1.404 1.346
H 0.027 2.863 0.602
H 0.207 1.428 -0.487
H 1.525 2.591 -0.308
H 2.004 -0.354 2.004
H 1.087 -0.400 0.349
O -1.126 -0.172 -1.297
C -1.340 -1.216 -0.635
O -0.851 -2.353 -0.750
H -2.081 -1.081 0.206
```

Values from the calculation:
- Total charge: -1
- Multiplicity: 1
- Lowest unoccupied orbital energy: 4.3 eV
- Highest occupied orbital energy: -4.1 eV

This record from the OMol25 dataset describes a structure of composition C2H3N3O. The level of theory is the ωB97M-V functional and the def2-TZVPD basis.

Structure (XYZ):
```
9
Properties=species:S:1:pos:R:3
C 0.267 0.294 0.158
C -0.566 -1.172 -0.822
H 0.884 1.814 1.199
H 0.048 0.706 2.201
H -1.107 -1.942 -1.474
N 0.593 0.855 1.251
N -0.312 -1.019 0.310
N 0.514 0.734 -1.041
O -0.321 -0.270 -1.782
```

Values from the calculation:
- Total charge: 0
- Multiplicity: 1
- Lowest unoccupied orbital energy: 0.8 eV
- Highest occupied orbital energy: -9.4 eV

Calculated values (eV) of ΔE to the lowest compared entry with this formula, charge and spin for the records, taken in order: 3.843, 4.229, 1.295, 2.817.